# 1
{"formula": "C4H8O", "method": "the ωB97M-V functional and the def2-TZVPD basis", "largest_force_ha_per_bohr": 0.00913, "energy_ha": -232.40806, "e_homo_ev": -9.93, "spin_multiplicity": 1, "gap_ev": 11.05, "smiles": "OC1CCC1", "elements": ["O", "C", "C", "C", "C", "H", "H", "H", "H", "H", "H", "H", "H"], "positions_angstrom": [[1.9985, 0.3304, -0.4561], [-0.4168, 0.3663, -1.0003], [0.7853, -0.3972, -0.3909], [0.0146, -0.4815, 0.9587], [-1.2284, 0.1716, 0.3015], [-0.1074, 1.4069, -1.1266], [0.4673, 0.0936, 1.7758], [1.0078, -1.3891, -0.8071], [2.1626, 0.7713, 0.3869], [-0.8560, 0.0246, -1.9441], [-0.1602, -1.5000, 1.3210], [-2.0893, -0.5002, 0.2224], [-1.5781, 1.1033, 0.7590]], "forces_ev_per_angstrom": [[0.20, -0.01, 0.42], [0.03, 0.18, -0.16], [-0.26, -0.19, -0.06], [0.08, -0.05, 0.13], [-0.14, 0.05, 0.04], [-0.09, -0.07, -0.08], [-0.05, -0.02, -0.17], [-0.26, 0.26, -0.06], [-0.12, -0.08, -0.18], [0.14, -0.09, 0.24], [0.16, 0.17, -0.05], [0.22, 0.07, -0.05], [0.08, -0.21, -0.04]], "lowdin_charge": [-0.04, -0.13, -0.37, -0.13, -0.17, 0.11, 0.11, 0.14, 0.09, 0.10, 0.10, 0.10, 0.10]}

***

# 2
{"formula": "C4H8O", "method": "the ωB97M-V functional and the def2-TZVPD basis", "largest_force_ha_per_bohr": 0.01005, "energy_ha": -232.22720, "e_homo_ev": -7.95, "spin_multiplicity": 1, "gap_ev": 8.98, "elements": ["O", "C", "C", "C", "C", "H", "H", "H", "H", "H", "H", "H", "H"], "positions_angstrom": [[0.3807, -0.9037, -0.5466], [-1.6535, 0.3471, 0.1959], [1.4690, 0.4046, -0.8167], [0.7737, -0.2222, 0.9695], [-0.5523, -0.6340, 0.5040], [-0.9058, -1.6076, 0.8544], [2.4610, 0.4499, -0.3650], [1.2866, -1.0605, 1.4642], [-2.2172, 0.5724, 1.1077], [1.5641, 0.0570, -1.8509], [-1.2481, 1.2872, -0.1890], [-2.3451, -0.0677, -0.5445], [0.9869, 1.3777, -0.7830]], "forces_ev_per_angstrom": [[0.11, 0.07, -0.11], [0.02, 0.04, -0.04], [0.19, 0.17, -0.45], [-0.12, -0.11, 0.47], [-0.12, 0.03, 0.11], [0.09, 0.14, -0.07], [-0.27, -0.07, -0.02], [-0.08, 0.08, -0.10], [0.09, -0.06, -0.11], [0.02, 0.04, 0.08], [-0.02, -0.14, 0.08], [0.07, 0.04, 0.09], [0.03, -0.23, 0.06]], "lowdin_charge": [-0.15, -0.04, -0.03, 0.02, -0.45, 0.14, 0.06, 0.07, 0.08, 0.08, 0.07, 0.08, 0.07]}

***

# 3
{"formula": "C4H8O", "method": "the ωB97M-V functional and the def2-TZVPD basis", "largest_force_ha_per_bohr": 0.07133, "energy_ha": -232.36155, "e_homo_ev": -9.69, "spin_multiplicity": 1, "gap_ev": 10.81, "smiles": "C[C@@H]1CCO1", "elements": ["O", "C", "C", "C", "C", "H", "H", "H", "H", "H", "H", "H", "H"], "positions_angstrom": [[-0.6554, 1.3268, -0.0026], [0.8550, -0.0118, -0.8376], [0.8425, 1.3058, 0.1091], [-0.6711, -0.0903, -0.3878], [-0.9908, -1.0189, 0.7830], [-2.0158, -0.9454, 1.0627], [1.5807, -0.8685, -0.5315], [-1.3538, -0.3493, -1.2613], [-0.7313, -2.0491, 0.5259], [1.3029, 2.3023, -0.3874], [-0.2295, -0.8639, 1.5921], [1.2582, 1.1209, 1.2884], [0.8084, 0.1415, -1.9531]], "forces_ev_per_angstrom": [[1.56, -0.87, 0.27], [-0.45, -0.30, 1.42], [0.39, 0.47, -0.50], [0.64, -0.54, -0.77], [2.39, -0.01, -0.18], [-0.60, 0.10, 0.60], [-1.37, 1.47, -0.62], [0.57, 0.81, 1.07], [-0.49, -0.08, -0.47], [-1.02, -2.30, 1.50], [-1.12, 0.42, -0.21], [-1.23, 0.54, -3.41], [0.73, 0.28, 1.30]], "lowdin_charge": [-0.16, -0.11, -0.16, -0.39, -0.06, 0.06, 0.12, 0.14, 0.08, 0.13, 0.09, 0.16, 0.11]}

***

# 4
{"formula": "C4H8O", "method": "the ωB97M-V functional and the def2-TZVPD basis", "largest_force_ha_per_bohr": 0.03850, "energy_ha": -232.26790, "e_homo_ev": -8.18, "spin_multiplicity": 1, "gap_ev": 8.86, "smiles": "OC1=CC1.C", "elements": ["O", "C", "C", "C", "C", "H", "H", "H", "H", "H", "H", "H", "H"], "positions_angstrom": [[-0.4990, -1.5993, -0.2354], [1.0661, -0.0791, 1.2945], [-0.4850, -0.2801, -0.3949], [-1.1986, 0.8269, -0.4310], [-0.0407, 0.6496, -1.4060], [1.6673, -0.7227, 0.6347], [-0.2469, 0.2319, -2.3888], [0.7555, -0.6507, 2.1647], [0.8541, 1.2763, -1.3537], [1.6049, 0.8348, 1.5008], [-2.2569, 0.9353, -0.4919], [-1.3443, -1.8079, 0.1862], [0.1237, 0.3850, 0.9206]], "forces_ev_per_angstrom": [[-0.24, 0.06, 0.20], [0.41, 0.39, 0.79], [-1.42, 0.15, -1.37], [-0.78, -0.80, -0.69], [0.28, -0.08, -0.60], [-0.55, 0.43, 0.08], [0.16, 0.38, -0.45], [0.42, 0.10, 0.37], [-0.15, -0.17, 0.21], [0.65, 0.00, 0.66], [-0.44, 0.57, -0.02], [0.11, -0.25, 0.03], [1.55, -0.78, 0.79]], "lowdin_charge": [0.10, -0.04, -0.53, -0.03, -0.08, 0.06, 0.10, 0.05, 0.09, 0.04, 0.08, 0.14, 0.01]}

***

# 5
{"formula": "C4H8O", "method": "the ωB97M-V functional and the def2-TZVPD basis", "largest_force_ha_per_bohr": 0.00858, "energy_ha": -232.28138, "e_homo_ev": -8.06, "spin_multiplicity": 1, "gap_ev": 9.06, "elements": ["O", "C", "C", "C", "C", "H", "H", "H", "H", "H", "H", "H", "H"], "positions_angstrom": [[-0.8862, -1.6194, -1.4049], [-1.0561, -0.6492, 0.1290], [1.2653, 0.3058, 0.9449], [0.5877, 1.4176, 0.1591], [0.1900, -0.0017, -0.0311], [-1.9909, -0.1305, -0.0847], [-1.4424, -1.2132, -2.0955], [1.1629, 1.9152, -0.6206], [0.0398, -0.9458, -1.2363], [1.0544, 0.2616, 2.0145], [2.2950, 0.0542, 0.6960], [-1.1604, -1.4901, 0.8101], [-0.0592, 2.0954, 0.7196]], "forces_ev_per_angstrom": [[0.07, 0.18, -0.29], [0.11, 0.26, 0.26], [0.19, -0.11, 0.17], [-0.02, 0.25, -0.11], [-0.17, 0.06, 0.30], [0.13, -0.07, -0.03], [0.19, -0.16, 0.14], [-0.09, -0.11, 0.13], [-0.36, -0.21, -0.14], [-0.01, 0.01, -0.22], [-0.18, 0.05, 0.01], [0.03, 0.05, -0.13], [0.11, -0.20, -0.10]], "lowdin_charge": [-0.11, -0.01, -0.14, -0.14, -0.37, 0.10, 0.08, 0.09, 0.13, 0.10, 0.09, 0.10, 0.09]}

***

# 6
{"formula": "C4H8O", "method": "the ωB97M-V functional and the def2-TZVPD basis", "largest_force_ha_per_bohr": 0.00392, "energy_ha": -232.38299, "e_homo_ev": -9.78, "spin_multiplicity": 1, "gap_ev": 10.80, "smiles": "C1=CCC1.O", "elements": ["O", "C", "C", "C", "C", "H", "H", "H", "H", "H", "H", "H", "H"], "positions_angstrom": [[2.1449, 1.3634, -0.5758], [0.2778, -0.9014, -0.4938], [-1.3507, 0.1110, 0.3495], [-0.1415, -0.6789, 0.9433], [-0.7488, -0.2103, -1.0029], [1.1313, -1.4132, -0.9289], [-2.3303, -0.3373, 0.5451], [-0.4018, -1.5774, 1.5120], [-1.3896, 1.1722, 0.6211], [1.2747, 1.0679, -0.8771], [-1.0519, 0.0398, -2.0164], [2.0381, 1.4387, 0.3787], [0.5479, -0.0745, 1.5454]], "forces_ev_per_angstrom": [[-0.03, 0.18, 0.10], [-0.10, -0.06, -0.12], [-0.16, 0.11, 0.06], [0.06, -0.06, 0.16], [0.06, -0.10, -0.08], [-0.17, 0.06, 0.04], [0.13, 0.06, -0.02], [0.02, 0.12, -0.09], [0.01, -0.15, -0.05], [0.15, -0.01, -0.01], [0.03, -0.07, 0.15], [0.10, 0.04, -0.08], [-0.11, -0.11, -0.07]], "lowdin_charge": [-0.06, -0.12, -0.17, -0.17, -0.11, 0.11, 0.10, 0.10, 0.10, 0.00, 0.10, 0.03, 0.10]}

***

# 7
{"formula": "C4H8O", "method": "the ωB97M-V functional and the def2-TZVPD basis", "largest_force_ha_per_bohr": 0.01264, "energy_ha": -232.27515, "e_homo_ev": -9.77, "spin_multiplicity": 1, "gap_ev": 10.59, "smiles": "C1=CC1.[H][H].C=O", "elements": ["O", "C", "C", "C", "C", "H", "H", "H", "H", "H", "H", "H", "H"], "positions_angstrom": [[2.3359, -0.7221, 1.0830], [1.8523, 0.3197, 0.7158], [-1.5065, 0.9156, -0.0870], [-0.5043, 0.7947, -1.2012], [-1.1356, -0.2925, -0.9011], [2.1940, 0.8281, -0.2081], [-2.4635, 1.4253, -0.2502], [-1.3104, -1.3465, -1.0544], [-1.1469, 0.9746, 0.9442], [-0.0930, -2.6617, 0.6305], [1.0120, 0.8083, 1.2489], [0.2358, 1.3036, -1.8018], [0.5303, -2.3470, 0.8813]], "forces_ev_per_angstrom": [[-0.19, 0.61, -0.12], [0.03, -0.45, -0.06], [-0.14, 0.09, 0.21], [-0.07, -0.28, -0.08], [0.13, 0.19, -0.16], [0.09, -0.04, 0.19], [0.27, -0.16, 0.00], [0.02, 0.23, -0.02], [-0.15, 0.07, -0.12], [-0.02, -0.05, 0.03], [0.22, -0.10, 0.02], [-0.20, -0.08, 0.08], [0.00, -0.03, 0.01]], "lowdin_charge": [-0.04, -0.16, -0.16, -0.09, -0.08, 0.08, 0.08, 0.08, 0.06, 0.04, 0.07, 0.09, 0.03]}

***

# 8
{"formula": "C4H8O", "method": "the ωB97M-V functional and the def2-TZVPD basis", "largest_force_ha_per_bohr": 0.10699, "energy_ha": -232.27625, "e_homo_ev": -8.69, "spin_multiplicity": 1, "gap_ev": 9.38, "elements": ["O", "C", "C", "C", "C", "H", "H", "H", "H", "H", "H", "H", "H"], "positions_angstrom": [[-1.1162, -0.0607, 1.9224], [1.2936, -0.8238, -0.4024], [-0.8836, 0.7135, -0.4913], [-1.5931, 0.2022, 0.6335], [0.6382, 0.6340, -0.3356], [0.3908, -1.6295, -0.5754], [1.2319, 1.2145, -1.0884], [2.0084, -0.9940, -1.1140], [-0.6690, -0.6848, 0.9937], [-2.6246, -0.0424, 0.5347], [1.7710, -0.9786, 0.5051], [-1.3543, 1.4465, -1.2764], [0.9069, 1.0032, 0.6941]], "forces_ev_per_angstrom": [[2.09, -2.35, -4.00], [-5.48, -0.32, 0.31], [-0.36, 0.33, 2.23], [-0.81, 3.19, -3.15], [1.48, 0.22, -0.22], [2.32, 1.67, 0.53], [-0.95, -0.02, 0.71], [1.50, -0.06, -2.26], [0.19, 0.07, 3.77], [-0.96, 0.39, -0.06], [0.64, -0.73, 1.88], [0.57, -2.39, 1.31], [-0.23, 0.00, -1.04]], "lowdin_charge": [-0.06, -0.09, -0.09, -0.30, -0.26, 0.13, 0.10, 0.02, 0.17, 0.10, 0.03, 0.13, 0.11]}